An isolated molecule of H2S3 at a distorted geometry. Source: the Open Molecules 2025 dataset; level of theory: ωB97M-V with the def2-TZVPD basis set.

Structure (XYZ):
```
5
Properties=species:S:1:pos:R:3:forces:R:3
H 1.73948 -0.34599 -0.68438 1.2281 0.2359 0.2933
H 0.72689 -0.50612 0.97182 -0.0673 0.2415 0.1199
S 0.72375 0.30109 -0.09960 3.1198 -1.4328 -0.9161
S -1.66430 -0.66694 -0.10920 -1.4842 -0.2954 0.0134
S -1.52582 1.21796 -0.07864 -2.7964 1.2508 0.4894
```
Forces are in eV/Å.

Properties
* LUMO energy: -2.13 eV
* calculated total energy: -32534.87189 eV
* HOMO-LUMO gap: 0.2159 Eh
* M: 98.2 g mol⁻¹
* E_HOMO: -8.00 eV

***

A cluster of 15 separate species, H30O15 in total at a distorted geometry. Source: the Open Molecules 2025 dataset; level of theory: ωB97M-V with the def2-TZVPD basis set.

Structure (XYZ):
```
45
Properties=species:S:1:pos:R:3:forces:R:3
O -4.12100 20.57000 -17.37800 -0.2012 -1.6345 0.4362
H -3.41200 20.97000 -16.89500 0.7044 0.7099 0.2544
H -4.33100 19.77100 -16.85300 -0.1567 0.4432 -0.2954
O -3.08900 23.23700 -17.80200 1.2336 -1.2850 -0.7423
H -2.18200 23.13400 -17.48600 -0.0679 0.1229 -0.1181
H -3.52800 23.72500 -17.13800 -1.0422 1.0817 1.0790
O -7.92100 20.94400 -20.13700 -0.7379 -0.5237 -1.2797
H -8.77500 20.96000 -19.70100 0.0975 0.1419 0.1875
H -7.24500 21.06800 -19.47900 0.3146 0.4789 0.8070
O -2.72800 25.02500 -20.01000 -0.2768 -0.4459 1.4373
H -2.43100 24.50900 -20.76000 0.0772 0.1319 -0.5804
H -2.82800 24.38900 -19.25800 0.0470 0.8948 -0.9704
O -6.88500 18.66400 -18.52100 0.0074 -0.3469 1.6780
H -6.08400 18.95200 -18.94300 0.4336 -0.1447 -0.3681
H -7.53200 18.92000 -19.15800 -0.9051 0.1805 -0.8421
O -6.51800 17.89200 -21.22400 1.0257 0.3463 0.9552
H -6.81400 17.55500 -22.06400 0.1549 0.3324 -0.5290
H -5.81700 18.59800 -21.31600 -1.6113 -0.8669 -0.6597
O -0.82100 21.73800 -19.53300 -0.4048 -0.0586 0.4717
H -0.07000 22.06000 -19.03100 0.2010 0.2112 0.0932
H -0.42400 21.19300 -20.20800 0.2577 -0.3178 -0.3908
O -5.03000 19.78300 -22.62700 -0.7340 -1.3395 -0.5179
H -4.13400 19.94100 -22.36600 1.1124 1.0335 0.2026
H -4.92700 18.92500 -23.07700 -0.4400 0.4844 -0.0955
O -4.26000 21.83700 -20.16300 -0.9924 -0.4517 -2.1232
H -3.68800 22.05300 -19.46600 1.1905 0.1273 1.7515
H -4.42300 20.87700 -20.23600 0.1478 0.4508 0.2893
O -1.12000 23.60300 -21.64600 0.1270 0.0674 0.7296
H -1.12000 22.99900 -22.38500 -0.2823 -0.3501 -0.2694
H -1.33700 23.10700 -20.82900 0.5113 0.0551 -0.8204
O -4.53400 19.22300 -19.71700 -0.2729 -1.0403 -2.1562
H -4.09300 19.47600 -18.95100 1.2084 1.1688 2.5747
H -3.97500 18.51600 -20.04600 -0.2358 -0.4195 -0.4050
O -2.45300 20.62800 -22.18000 -0.3378 -0.9668 -2.7279
H -2.05500 19.75600 -22.20200 0.4577 0.2571 0.7191
H -2.38100 21.13700 -21.40900 0.2019 0.5732 2.0680
O -6.41800 21.74700 -18.02100 -1.5991 0.6631 0.6067
H -6.96600 21.50000 -17.25400 0.0586 0.2018 -0.5655
H -5.58500 21.37300 -17.79800 1.3262 -0.5213 0.1572
O -5.51500 24.22800 -19.54800 -0.5078 0.3536 0.5796
H -5.42600 23.43300 -19.02300 -0.5387 -0.3186 0.0430
H -4.74000 24.20000 -20.09900 0.4686 0.4619 -0.5849
O -4.47800 23.32000 -22.55600 0.3838 -0.5306 0.7174
H -5.41800 23.48600 -22.66700 -0.0426 -0.0584 0.1414
H -4.40500 22.75200 -21.74500 -0.3614 0.6473 -0.9379
```
Forces are in eV/Å.

Properties
* LUMO energy: -0.97 eV
* calculated total energy: -31199.12215 eV
* HOMO-LUMO gap: 0.3182 Eh
* M: 270.2 g mol⁻¹
* E_HOMO: -9.63 eV

***

A cluster of 15 separate species, H30O15 in total at a distorted geometry. Source: the Open Molecules 2025 dataset; level of theory: ωB97M-V with the def2-TZVPD basis set.

Structure (XYZ):
```
45
Properties=species:S:1:pos:R:3:forces:R:3
O -1.31418 -0.39511 -2.46204 0.9739 0.9075 0.3114
H -2.21618 -0.58511 -2.24104 -0.7896 -0.4442 0.1698
H -1.00818 0.09489 -1.66104 -0.2210 -0.3826 -0.8235
O -0.99018 2.80189 -1.02404 -0.4516 2.1443 0.9372
H -0.37618 2.48989 -1.67004 1.1197 -0.6344 -0.8189
H -1.56018 2.10889 -0.72404 -0.7200 -0.6562 -0.1012
O 3.34982 -0.25311 1.73096 -0.0148 0.4327 0.5663
H 4.07582 -0.82911 1.96096 0.3773 -0.1334 0.2203
H 2.78682 -0.78611 1.17796 -0.2429 -0.3278 -0.8566
O -1.07418 -2.18711 2.13796 -0.7755 1.1279 -0.0213
H -1.73518 -1.42111 2.08796 1.0505 -1.4555 0.2493
H -0.30918 -1.73411 2.51896 -0.1496 -0.1342 0.0379
O 1.70682 -2.06711 0.26696 -0.6931 1.5375 -0.5287
H 1.71882 -2.76811 0.86096 -0.6823 -2.0285 2.4116
H 2.42682 -2.33111 -0.26604 1.5321 0.2650 -1.6737
O 0.65382 1.84889 -2.99404 1.2151 -0.0528 0.5160
H 1.18882 1.01789 -2.86204 -1.2465 0.9008 -0.5921
H -0.09218 1.76189 -3.58304 -0.0025 -0.8934 -0.3143
O 0.05982 0.39189 -0.22504 -0.1548 -0.6215 1.2264
H 0.22182 0.73389 0.68196 -0.2186 0.1041 -0.6732
H 0.36382 -0.51511 -0.13804 -0.0663 -0.4417 -0.1660
O 0.08582 -2.95111 -1.82404 -0.7943 0.8820 0.6199
H 0.66782 -2.91611 -1.07004 0.2425 0.1443 0.5790
H 0.48282 -3.53411 -2.42404 0.6510 -1.4838 -1.4800
O 1.78782 -0.81311 -2.47304 -0.2436 0.5468 0.6189
H 2.41582 -1.35011 -2.94104 0.1777 -0.3290 -0.5043
H 0.92382 -1.26311 -2.46504 0.0652 -0.0331 -0.2498
O 0.72282 0.22189 2.65696 -0.2643 -1.0862 -0.3973
H 0.94382 1.00489 3.13996 0.4597 0.8050 0.3512
H 1.58082 -0.18511 2.41996 -0.0781 0.5633 0.2589
O 1.76082 2.28889 -0.27304 1.4963 0.4841 -0.0638
H 1.49282 1.39189 -0.46304 -0.0041 0.0617 -0.4017
H 1.01482 2.65589 0.20096 0.3228 -0.0498 -0.1967
O -2.24318 -2.37211 -0.54904 -0.8631 0.1270 -0.7850
H -2.02018 -2.39711 0.36396 0.2960 -0.1529 1.1992
H -1.44318 -2.66011 -0.99204 0.0503 -0.0361 -0.4058
O -2.08418 0.27289 2.11296 0.7407 0.0840 -0.0180
H -2.43518 0.82889 2.79496 -0.6223 0.2960 0.7902
H -1.12018 0.43189 2.17696 -0.1254 -0.2177 -0.1739
O 0.04682 3.03389 1.56296 -0.2940 -0.3703 2.5082
H -0.52818 3.29589 0.86296 -0.9461 0.4412 -1.7559
H -0.56718 2.90789 2.30696 0.4486 0.2434 -0.2613
O -3.07118 1.56189 0.01296 -0.7496 0.3450 0.1241
H -3.54118 2.17789 0.58096 -0.3631 0.6094 -0.5258
H -2.75018 0.98989 0.70696 0.5576 -1.0878 0.0928
```
Forces are in eV/Å.

Properties
* LUMO energy: -0.75 eV
* calculated total energy: -31199.68191 eV
* HOMO-LUMO gap: 0.3144 Eh
* M: 270.2 g mol⁻¹
* E_HOMO: -9.30 eV

***

A structure of composition H30O15 at a distorted geometry. Source: the Open Molecules 2025 dataset; level of theory: ωB97M-V with the def2-TZVPD basis set.

Structure (XYZ):
```
45
Properties=species:S:1:pos:R:3:forces:R:3
H -0.39355 0.47584 0.51991 -0.9666 -1.7259 1.9626
H -0.40446 -1.05301 1.00837 0.3391 -0.1039 -0.1384
H 4.43892 -2.46364 1.10519 2.0110 -0.6476 2.7153
H 3.17735 -1.57867 0.94841 1.2266 -1.2360 -0.0901
H -0.46947 0.24239 -3.69847 -0.5345 -0.6168 -1.2491
H -0.27187 0.58289 -2.28316 0.0629 0.7668 -0.2901
H 1.07794 -0.67739 -2.94792 0.7659 0.3623 -0.8473
H 2.53054 -0.14316 -3.54736 -1.7373 -0.8088 1.5206
H -1.69492 0.21435 3.43956 0.3041 -0.5625 -0.3503
H -2.74246 0.91237 4.35265 0.7701 -0.0561 -0.7730
H -1.12701 3.01441 0.61685 -0.3468 -0.2265 0.1469
H -0.19589 3.56002 -0.46780 -0.1632 0.1785 0.6791
H -3.17064 2.15484 -2.35386 0.3718 1.1525 -0.8193
H -2.90733 0.77692 -1.86798 -0.5869 0.3000 0.3266
H -5.14568 -1.40091 0.23164 1.2617 -1.1063 -1.9368
H -4.84416 -1.80627 -1.29372 -1.1614 0.5975 -1.5935
H 0.16502 3.09231 2.35330 -0.1968 -0.5252 -0.4257
H 0.76143 2.03628 3.15390 1.1107 -0.7373 1.5766
H 3.96681 0.67045 -0.12115 -0.3511 0.2963 -0.3586
H 5.04724 1.56090 -0.44992 1.6217 0.5926 -0.0919
H -2.09359 -1.61402 2.86576 0.9296 1.6792 2.9768
H -2.15672 -1.36019 1.36755 -0.3641 -0.0196 0.3009
H 2.41457 -1.14353 -0.85384 0.2575 -0.3915 -0.6642
H 2.14943 -2.47140 -1.48459 -1.1199 -0.4404 -1.4490
H 1.13793 -2.86195 3.66111 2.4792 2.4424 1.5171
H -0.23570 -3.14312 3.36726 -0.8556 -0.1934 -0.2864
H 1.81118 2.30073 -2.89392 -1.6643 -4.7098 0.5597
H 2.03399 3.55328 -2.03746 0.2294 -0.9818 -1.4508
H -2.19496 -1.82396 -1.70071 0.3074 -0.1623 -0.1249
H -0.67635 -1.50764 -1.15824 -2.7477 -0.8104 0.1755
O -0.83376 -0.20608 1.14853 1.4873 2.2772 -1.5312
O 3.86485 -2.11151 0.47962 3.0729 1.5671 4.9138
O -0.21027 0.98141 -3.17427 -0.3246 0.2371 1.4726
O 2.00836 -0.51044 -2.76039 1.3572 0.6493 -1.2141
O -2.03751 1.06211 3.68258 -1.3169 0.7917 1.2585
O -0.37560 3.59323 0.49115 0.1982 0.4533 -1.3955
O -3.55969 1.50096 -1.80355 0.2486 -1.4726 0.5491
O -4.56342 -1.92099 -0.41789 -0.1695 0.5291 3.4120
O 0.14761 2.12443 2.46051 -0.3523 1.0635 -0.8346
O 4.12206 1.51139 -0.58911 -1.2329 -0.9716 0.4404
O -2.35628 -1.98103 2.08457 -1.3304 -2.2658 -2.9450
O 2.72753 -2.06407 -0.86599 -5.1897 0.6925 -4.7883
O 0.63714 -3.51598 3.28778 -1.6467 -2.2513 -1.3225
O 2.09598 3.14025 -2.94107 1.4620 5.6790 0.8990
O -1.65459 -1.70278 -0.91383 2.4841 0.7155 -0.4324
```
Forces are in eV/Å.

Properties
* LUMO energy: -0.77 eV
* calculated total energy: -31193.56412 eV
* HOMO-LUMO gap: 0.3130 Eh
* M: 270.2 g mol⁻¹
* E_HOMO: -9.29 eV

***

A cluster of 15 separate species, H30O15 in total at a distorted geometry. Source: the Open Molecules 2025 dataset; level of theory: ωB97M-V with the def2-TZVPD basis set.

Structure (XYZ):
```
45
Properties=species:S:1:pos:R:3:forces:R:3
O 0.60200 3.95250 1.68935 12.5558 -7.4725 -6.3244
H 0.46266 3.05610 1.19435 0.0338 2.6232 1.7698
H -0.04810 4.28315 2.03004 -11.7354 5.3269 5.4815
O -1.87865 -0.98363 0.31334 2.3689 3.0112 0.4235
H -0.99651 -0.57503 -0.10915 -2.7362 -1.4275 1.2415
H -2.13589 -0.23148 0.94934 0.3012 -1.5050 -1.0299
O 0.46147 1.79315 0.15660 1.1748 1.1674 -1.7511
H 1.17489 2.12858 -0.47217 -1.1167 0.0137 0.2257
H 0.99569 1.09386 0.49845 0.0689 -1.7597 0.9116
O 3.60254 -2.86196 0.38130 -0.8225 6.8587 5.1231
H 3.34970 -1.82932 0.20435 0.9389 -4.4382 -0.0998
H 3.66179 -3.37175 -0.33216 0.0636 -2.6779 -4.9733
O 1.04799 -4.39011 -0.10101 -0.8639 -1.5295 -11.9995
H 0.81961 -3.64856 -0.78550 0.6930 -1.8076 2.8548
H 1.06924 -4.18813 0.71388 0.1237 3.3434 8.9332
O 1.69689 -0.66250 0.28732 -1.7229 -0.2223 -1.5672
H 2.45563 -0.26194 0.66107 1.3897 0.3308 1.4726
H 1.24172 -1.26583 0.88603 0.3220 -0.1185 0.5490
O -2.78268 1.31426 2.10862 -0.8165 -0.0142 2.0124
H -2.95777 1.93532 2.86791 0.2604 -1.0707 -1.2071
H -2.28723 1.82975 1.50047 0.6436 1.1852 -1.0304
O -1.71283 2.47632 -2.97997 -4.0414 -0.4980 -1.6270
H -2.73500 2.05432 -3.11225 4.8492 1.4068 1.2891
H -1.21511 2.06105 -2.27837 -0.7223 -0.8719 0.3497
O 2.50380 1.92752 -1.90586 -1.8400 -2.6705 -2.1363
H 2.52734 0.89967 -1.82611 0.0768 2.4656 -0.0816
H 1.92677 1.99576 -2.76596 1.6138 0.0924 2.2874
O -4.70803 -1.43211 1.75627 -7.8163 -4.6677 -6.7723
H -4.05143 -1.10147 2.15422 8.1130 4.1167 4.5872
H -4.44669 -1.65192 0.80782 -0.3284 0.5597 2.2126
O 0.01980 -2.36263 2.44329 9.1901 -3.4013 -2.2635
H -0.72836 -1.99767 2.58094 -8.3423 3.2527 1.8213
H 0.20477 -3.20108 2.86760 -0.6930 0.2332 0.2816
O 4.10297 0.12995 1.36563 0.2376 -1.4507 1.3332
H 4.61761 0.85124 1.08392 0.7224 1.8203 -1.0116
H 4.72425 -0.24754 2.02519 -0.9326 -0.2600 -0.4072
O -1.46219 3.68015 0.15616 0.7231 -1.2602 -1.6002
H -0.80711 2.93431 0.00207 -1.3393 1.0672 0.6717
H -1.34729 4.09654 -0.71855 -0.6492 0.2636 0.4865
O -2.25060 -0.34887 -2.10335 0.4005 0.4350 0.0002
H -2.51514 -0.68784 -2.97144 -0.5995 -0.2663 1.0430
H -2.61931 -0.68905 -1.23376 0.2636 -0.2155 -1.6721
O 0.45879 -2.02561 -3.27596 2.0624 2.4257 1.1022
H 0.32408 -2.85262 -3.62635 -0.6896 -2.9130 -1.2859
H -0.36607 -1.62486 -3.08765 -1.3829 0.5191 0.3760
```
Forces are in eV/Å.

Properties
* LUMO energy: -0.14 eV
* calculated total energy: -31194.91984 eV
* HOMO-LUMO gap: 0.3640 Eh
* M: 270.2 g mol⁻¹
* E_HOMO: -10.04 eV